Record 1
DFT (ωB97M-V/def2-TZVPD) results for a cluster of 2 separate species, C8H22IN2OS in total.

```
35
Properties=species:S:1:pos:R:3
N 4.234 -0.394 -3.132
C 3.334 -0.597 -2.022
S 2.324 0.854 -1.584
C 0.928 0.929 -2.746
C -0.293 0.181 -2.216
C -0.173 -1.316 -1.995
I 0.397 -2.378 -3.752
H 5.161 -0.742 -2.914
H 4.336 0.564 -3.438
H 2.595 -1.367 -2.259
H 3.827 -0.857 -1.083
H 3.109 1.797 -2.132
H 1.259 0.604 -3.732
H 0.701 1.996 -2.779
H -1.087 0.381 -2.938
H -0.607 0.640 -1.273
H -1.137 -1.721 -1.703
H 0.532 -1.571 -1.205
C -1.470 1.435 3.579
C -1.230 1.116 2.110
C -2.275 0.182 1.488
O -2.132 -1.177 1.841
C -2.783 -1.572 3.039
N 0.136 0.603 1.953
H -1.207 0.589 4.215
H -0.852 2.277 3.885
H -2.515 1.688 3.763
H -1.294 2.054 1.547
H -2.152 0.210 0.398
H -3.290 0.534 1.710
H -3.735 -1.046 3.157
H -2.167 -1.389 3.921
H -2.977 -2.640 2.963
H 0.332 0.458 0.967
H 0.171 -0.326 2.366
```

Results
charge: +1
multiplicity: 1
max |F|: 0.237 eV/Å
energy above the lowest of the compared OMol25 structures with the same formula, charge and spin: 1.07 kcal/mol
Kohn-Sham gap: 8.212 eV

Record 2
DFT (ωB97M-V/def2-TZVPD) results for a structure of composition C8H22N2O10P2Sn.

```
45
Properties=species:S:1:pos:R:3
Sn -0.382 -1.390 -0.730
P -3.400 -0.278 0.709
O -3.799 0.965 1.527
O -2.233 -1.069 1.392
O -2.751 0.107 -0.705
O -4.571 -1.231 0.454
P -2.062 -3.943 -1.891
O -1.056 -3.648 -0.653
O -1.996 -2.601 -2.678
O -3.478 -4.228 -1.360
O -1.578 -5.101 -2.814
C 0.628 3.393 -1.209
C -0.470 2.370 -1.462
C -0.223 1.546 -2.723
O 1.066 0.931 -2.604
C 1.749 1.020 -3.852
N -0.708 1.541 -0.266
H 0.610 3.802 -0.194
H 0.639 4.262 -1.877
H 1.612 2.911 -1.215
H -1.420 2.924 -1.468
H -0.428 2.154 -3.610
H -0.933 0.710 -2.732
H 2.745 0.589 -3.742
H 1.757 2.019 -4.296
H 1.189 0.336 -4.502
H -1.709 1.208 -0.417
H -0.824 2.152 0.540
C 1.829 1.317 3.331
C 0.985 0.386 2.481
C 1.682 -0.999 2.446
O 1.077 -1.961 1.592
C 1.695 -3.222 1.709
N -0.407 0.307 2.969
H 1.991 0.834 4.297
H 1.278 2.260 3.392
H 2.769 1.648 2.877
H 0.985 0.717 1.434
H 1.716 -1.432 3.459
H 2.747 -0.914 2.181
H 2.539 -3.418 1.038
H 0.924 -3.931 1.392
H 1.959 -3.509 2.732
H -1.031 1.008 2.578
H -0.713 -0.542 2.471
```

Results
charge: -4
multiplicity: 1
max |F|: 5.890 eV/Å
energy above the lowest of the compared OMol25 structures with the same formula, charge and spin: 6.55 kcal/mol
Kohn-Sham gap: 1.759 eV

Record 3
DFT (ωB97M-V/def2-TZVPD) results for a cluster of 2 separate species, C8H22NSi in total.

```
32
Properties=species:S:1:pos:R:3
C -3.188 0.105 -1.189
C -2.990 0.972 1.259
C -3.551 -1.457 0.729
C 2.436 -1.717 -1.110
C 3.205 1.244 -1.526
C 3.298 0.216 1.477
C 0.571 0.468 -0.238
C -3.282 -0.013 0.385
N -0.263 0.419 1.025
Si 2.545 -0.028 -0.285
H -4.168 -0.240 -1.425
H -2.391 -0.452 -1.619
H -3.194 1.178 -1.488
H 0.711 1.502 -0.439
H -2.814 1.945 0.899
H -2.909 0.766 2.280
H -3.228 -1.983 -0.107
H -4.538 -1.608 0.864
H -3.066 -1.829 1.580
H 2.607 -2.662 -0.491
H 1.587 -1.636 -1.775
H 3.357 -1.871 -1.687
H 2.613 2.114 -1.705
H 4.185 1.521 -1.272
H 3.326 0.749 -2.502
H 2.727 -0.509 2.061
H 4.339 0.037 1.327
H 3.198 1.180 2.039
H 0.131 0.198 -1.116
H -0.403 -0.536 1.509
H 0.293 1.000 1.732
H -1.146 0.926 0.811
```

Results
charge: +1
multiplicity: 1
max |F|: 4.076 eV/Å
energy above the lowest of the compared OMol25 structures with the same formula, charge and spin: 5.73 kcal/mol
Kohn-Sham gap: 9.937 eV

Record 4
DFT (ωB97M-V/def2-TZVPD) results for a cluster of 6 separate species, C8H22O5 in total.

```
35
Properties=species:S:1:pos:R:3
C -0.381 -2.403 -1.226
C -1.311 -1.808 -0.483
C -1.125 -0.606 0.365
C -0.913 -0.454 1.640
C -0.623 -1.511 2.630
C -1.209 0.667 -0.386
C -0.267 1.124 -1.156
C -2.699 1.364 -0.488
H 0.671 -2.204 -1.375
H -0.550 -3.451 -1.580
H -2.208 -2.341 -0.129
H -0.932 0.555 2.007
H -0.418 -2.343 2.051
H 0.158 -1.262 3.412
H -1.588 -1.498 3.316
H 0.725 0.626 -1.292
H -0.265 2.155 -1.539
H -2.719 2.318 -0.924
H -3.279 0.629 -1.058
H -3.190 1.308 0.556
O 3.272 -0.816 -0.123
H 2.457 -1.011 0.310
H 3.670 -0.282 0.660
O -1.331 0.394 -3.747
H -0.406 0.268 -3.954
H -1.368 0.241 -2.777
O 2.687 -0.075 -2.905
H 3.248 -0.295 -2.165
H 1.770 -0.302 -2.619
O -0.335 2.969 1.842
H 0.436 3.352 2.315
H -0.088 2.788 0.950
O 2.784 0.926 2.361
H 2.824 -0.063 2.231
H 2.506 1.041 3.280
```

Results
SMILES: C=C/C(=C\C)C(=C)C.O.O.O.O.O
multiplicity: 1
max |F|: 4.640 eV/Å
energy above the lowest of the compared OMol25 structures with the same formula, charge and spin: 66.95 kcal/mol
Kohn-Sham gap: 9.306 eV

Record 5
DFT (ωB97M-V/def2-TZVPD) results for the ion C8H23BN2O2 with charge +2.

```
36
Properties=species:S:1:pos:R:3
B -0.026 -1.402 -0.389
C 3.260 2.222 -0.045
C -4.919 -0.697 0.347
C 3.807 -2.121 0.504
C -1.276 2.168 0.171
C 2.609 0.957 -0.522
C -3.406 -0.640 0.353
C 1.517 -1.200 -0.086
C -1.089 -0.153 -0.806
N 1.935 0.168 0.499
N -2.602 -0.518 -0.846
O 2.404 -2.140 -0.079
O -0.762 0.858 0.224
H -0.147 -2.359 -0.979
H 3.380 2.977 -0.846
H 2.734 2.807 0.686
H 4.259 1.972 0.299
H -5.569 -0.175 -0.486
H -5.147 -1.753 0.131
H -5.449 -0.325 1.292
H 4.266 -1.253 0.238
H 4.349 -3.079 0.117
H 3.815 -2.163 1.639
H -2.329 2.149 -0.120
H -0.520 2.808 -0.349
H -1.376 2.441 1.208
H 3.169 0.314 -1.166
H 1.766 1.222 -1.194
H -3.032 -1.527 0.789
H -3.129 0.295 1.025
H 0.087 -1.595 0.838
H -0.782 0.339 -1.735
H 2.749 0.102 1.223
H 1.106 0.695 0.902
H -3.138 0.046 -1.557
H -2.511 -1.439 -1.279
```

Results
charge: +2
multiplicity: 1
max |F|: 5.102 eV/Å
energy above the lowest of the compared OMol25 structures with the same formula, charge and spin: 19.81 kcal/mol
Kohn-Sham gap: 10.432 eV

Record 6
DFT (ωB97M-V/def2-TZVPD) results for a structure of composition C8H23CaINO4.

```
38
Properties=species:S:1:pos:R:3
Ca 0.237 -0.106 -0.214
I -2.671 -0.679 -0.217
C -0.393 -0.588 -3.578
O 0.564 -0.117 -2.604
H -0.597 -1.648 -3.401
H -1.361 -0.104 -3.478
H 0.048 -0.511 -4.571
H 1.423 -0.089 -3.030
C -0.341 -3.548 -1.207
O 0.655 -2.523 -0.878
H -0.939 -3.159 -2.032
H 0.143 -4.433 -1.617
H -1.008 -3.703 -0.364
H 1.440 -3.058 -0.718
C 0.460 2.925 -2.280
O 0.206 2.306 -1.001
C 0.230 3.273 0.059
C -0.490 2.653 1.231
N 0.192 1.405 1.641
C -0.536 0.795 2.764
C -0.027 -0.626 3.102
O 0.496 -1.308 1.957
C 0.682 -2.689 2.231
H 0.352 2.183 -3.057
H 1.454 3.372 -2.227
H -0.302 3.690 -2.437
H -0.196 4.223 -0.264
H 1.287 3.461 0.285
H -1.531 2.469 0.964
H -0.504 3.336 2.088
H 1.039 1.689 2.135
H -1.620 0.782 2.680
H -0.339 1.314 3.713
H -0.885 -1.201 3.459
H 0.713 -0.615 3.904
H 1.408 -3.110 1.549
H -0.294 -3.178 2.156
H 1.004 -2.885 3.257
```

Results
charge: +1
multiplicity: 1
max |F|: 1.785 eV/Å
energy above the lowest of the compared OMol25 structures with the same formula, charge and spin: 0.00 kcal/mol
Kohn-Sham gap: 7.758 eV

Number 1: E_tot -1198.3331 Ha. Number 2: E_tot -2076.6452 Ha. Number 3: E_tot -661.9523 Ha. Number 4: E_tot -694.0751 Ha. Number 5: E_tot -602.6959 Ha. Number 6: E_tot -1649.5075 Ha.